1.
{"formula": "C11H12GaN2O6", "method": "the ωB97M-V functional and the def2-TZVPD basis", "elements": ["Ga", "O", "O", "O", "O", "O", "O", "N", "N", "C", "C", "C", "C", "C", "C", "C", "C", "C", "C", "C", "H", "H", "H", "H", "H", "H", "H", "H", "H", "H", "H", "H"], "coordinates": [[-0.2582, -1.2846, -2.0149], [-2.9246, 0.3211, -3.0188], [2.6084, 0.2830, -2.5078], [0.0368, 0.1909, -5.8495], [-0.5034, -1.4569, 0.0367], [0.0494, 3.9117, -2.7898], [0.0611, -4.1219, -3.6310], [-1.1327, 0.2613, 1.3966], [1.0901, -0.4438, 1.3712], [-1.9368, -0.1742, -2.6805], [2.1365, -1.3260, 0.8537], [-2.4767, 0.1388, 0.8542], [1.5750, -0.1975, -2.3451], [-0.1712, -0.5456, 0.9210], [-0.0456, -3.1846, -2.9600], [0.2806, 0.8680, 3.2496], [-0.0399, 2.7963, -2.9897], [-0.0026, -0.2270, -4.7950], [1.4793, 0.4963, 2.4206], [-0.8838, 1.2913, 2.3928], [-0.0076, 0.0145, 3.8706], [-3.1386, 0.7934, 1.4319], [0.5632, 1.6783, 3.9174], [2.5107, -1.9465, 1.6843], [-2.8255, -0.8950, 0.9737], [2.2478, -0.0050, 3.0191], [1.9615, 1.3863, 1.9726], [2.9742, -0.7259, 0.4744], [-0.6930, 2.2750, 1.9231], [-2.4933, 0.3986, -0.2150], [-1.7969, 1.3991, 2.9865], [1.7556, -1.9694, 0.0470]], "lowdin_charge": [0.696, 0.305, 0.298, 0.206, -0.054, 0.113, 0.330, -0.053, -0.051, 0.076, 0.004, 0.020, 0.077, -0.394, 0.187, -0.124, 0.033, 0.030, -0.110, -0.108, 0.145, 0.124, 0.146, 0.132, 0.121, 0.150, 0.154, 0.110, 0.156, 0.064, 0.147, 0.070], "e_above_lowest_ev": 0.000, "lumo_energy_ev": -13.72, "total_energy_ev": -79209.167, "total_charge": 3, "orbital_gap_ha": 0.196}

---

2.
{"formula": "C30H39N8O5V", "method": "the ωB97M-V functional and the def2-TZVPD basis", "elements": ["V", "O", "O", "O", "O", "O", "N", "N", "N", "N", "N", "N", "N", "N", "C", "C", "C", "C", "C", "C", "C", "C", "C", "C", "C", "C", "C", "C", "C", "C", "C", "C", "C", "C", "C", "C", "C", "C", "C", "C", "C", "C", "C", "C", "H", "H", "H", "H", "H", "H", "H", "H", "H", "H", "H", "H", "H", "H", "H", "H", "H", "H", "H", "H", "H", "H", "H", "H", "H", "H", "H", "H", "H", "H", "H", "H", "H", "H", "H", "H", "H", "H", "H"], "coordinates": [[-0.5736, -0.1531, -0.4544], [0.5283, -1.7850, -0.3641], [2.8630, -0.7598, -0.0910], [-3.3208, -0.7693, 2.7313], [2.2237, 1.6415, 0.7072], [-1.0789, 3.3527, -2.3832], [-0.1083, -1.9890, 2.4456], [1.1948, -3.8654, -0.8968], [2.7143, 2.9997, 3.6860], [-1.3829, 1.6101, -0.8587], [-0.2424, -0.0704, -2.5959], [-1.7413, 0.0710, 1.2627], [2.3385, 2.5493, -1.3680], [0.8556, 1.4398, 2.2385], [-2.3467, 3.5968, 0.2765], [3.1166, 0.2574, -1.0284], [-0.0116, -4.2510, 3.2426], [3.1398, 1.6669, 3.1170], [2.6542, 2.4246, -2.7831], [-2.8011, 1.9639, 2.4854], [2.5061, 1.5514, -0.4862], [1.7037, 3.6823, 2.7932], [-2.2178, 1.4049, 1.3482], [-1.0630, 2.1786, -2.0301], [0.0244, -1.0336, -3.4834], [0.5750, -3.0549, 2.8669], [-0.6647, 1.1214, -3.0529], [2.8667, -2.0733, -0.5664], [1.7155, 3.8009, -0.9519], [-2.1186, -3.2481, 2.7570], [0.4940, 2.7603, 2.6888], [1.8887, 0.7995, 3.0022], [2.2658, -4.8548, -0.9460], [-1.9796, 2.2534, 0.2431], [-1.4361, -2.0855, 2.3936], [-0.8365, 1.3800, -4.4038], [-2.9249, 4.1259, 1.4229], [-0.1940, -4.3244, -0.9265], [1.4345, -2.5966, -0.5788], [-0.5663, 0.3724, -5.3142], [-2.2684, -0.8407, 2.1050], [-3.1421, 3.3092, 2.5219], [-0.1227, -0.8578, -4.8465], [-1.3977, -4.3470, 3.1808], [-3.2150, 5.1684, 1.4467], [3.5498, 1.8702, 2.1278], [0.0915, -1.6736, -5.5224], [-3.5998, 3.7129, 3.4166], [1.8386, 1.9568, -3.3408], [-2.1633, 4.2126, -0.5900], [-0.5922, -4.4370, 0.0798], [1.3776, 3.7081, 0.0741], [0.5972, -5.0748, 3.5914], [3.9064, 1.2561, 3.7733], [2.1539, -0.1450, 2.5291], [0.8500, 4.0119, -1.5801], [2.6811, 0.0078, -2.0005], [-0.2295, -5.2808, -1.4413], [3.5727, 1.8630, -2.9433], [1.0624, 1.4170, 1.2494], [0.3568, -1.9821, -3.0759], [-0.8067, -3.6057, -1.4664], [-0.2340, 3.2023, 2.0076], [2.5796, -5.1554, 0.0557], [2.4319, 4.6203, -1.0334], [-0.0024, 2.6920, 3.6653], [-0.7094, 0.5354, -6.3743], [2.1877, 3.8025, 1.8241], [1.9001, -5.7336, -1.4694], [3.5196, 3.6000, 3.8535], [3.1257, -4.4769, -1.4955], [1.4781, 4.6550, 3.2281], [2.2693, 2.8331, 4.5920], [-1.9022, -5.2587, 3.4742], [1.6551, -2.9375, 2.9246], [3.2499, -2.1627, -1.5912], [3.5123, -2.6863, 0.0668], [-1.1833, 2.3604, -4.6982], [1.5095, 0.5592, 4.0045], [-3.1989, -3.2419, 2.7321], [-3.0064, 1.3372, 3.3391], [2.8118, 3.4226, -3.1867], [4.1950, 0.4092, -1.1685]], "lowdin_charge": [0.955, -0.087, -0.105, 0.043, -0.040, 0.028, 0.121, -0.111, 0.063, -0.013, 0.022, -0.002, -0.097, -0.062, -0.031, -0.095, -0.075, -0.096, -0.012, -0.028, -0.345, -0.092, -0.222, -0.479, -0.111, -0.160, -0.189, -0.098, 0.008, -0.004, -0.175, -0.184, -0.014, -0.222, -0.191, 0.014, -0.103, 0.010, -0.394, -0.030, -0.472, -0.095, -0.040, -0.062, 0.098, 0.118, 0.111, 0.101, 0.087, 0.098, 0.094, 0.069, 0.101, 0.130, 0.112, 0.083, 0.119, 0.096, 0.093, -0.007, 0.104, 0.091, 0.108, 0.105, 0.105, 0.130, 0.118, 0.103, 0.095, 0.176, 0.091, 0.134, 0.175, 0.110, 0.100, 0.145, 0.142, 0.128, 0.129, 0.120, 0.106, 0.105, 0.149], "e_above_lowest_ev": 3.257, "lumo_energy_ev": [-2.24, -2.26], "total_energy_ev": -79583.214, "spin_multiplicity": 4, "total_charge": 1, "orbital_gap_ha": [0.243, 0.246]}

---

3.
{"formula": "C2H2ClO3", "method": "the ωB97M-V functional and the def2-TZVPD basis", "elements": ["Cl", "O", "O", "O", "C", "C", "H", "H"], "coordinates": [[-1.3888, -1.7495, -0.1983], [0.1700, 1.4281, -0.3779], [-2.0814, 0.8356, -0.1174], [2.1457, -0.5963, -0.0088], [-0.7393, 0.7801, 0.0581], [-1.4973, -0.2029, 0.8483], [2.0639, 0.2834, 0.2596], [1.3271, -0.7786, -0.4635]], "lowdin_charge": [0.341, 0.038, -0.112, -0.058, -0.689, -0.483, -0.022, -0.015], "e_above_lowest_ev": 2.932, "lumo_energy_ev": 4.01, "total_energy_ev": -20770.567, "total_charge": -1, "orbital_gap_ha": 0.287}